Version A
A cluster of 4 separate species, C2H14N2O3 in total, computed with ωB97M-V/def2-TZVPD.

SMILES: NCCN.O.O.O
HOMO energy, eV: -9.327
Molecular weight, g mol⁻¹: 114.14
Kohn-Sham gap, eV: 9.88

Cartesian coordinates (Å):
N1 0.7445 -2.0617 0.7999
C1 0.0585 -0.9508 0.1295
C2 -0.7606 -0.1161 1.1004
N2 -1.3002 1.0930 0.4751
H1 1.5370 -1.6689 1.3097
H2 1.1929 -2.6074 0.0672
H3 -0.7013 -1.4235 -0.4991
H4 0.6506 -0.2343 -0.4498
H5 -1.5996 -0.6505 1.5538
H6 -0.1737 0.1384 1.9974
H7 -1.9072 1.6037 1.1075
H8 -0.5804 1.6433 0.0398
H9 -2.7512 0.4775 -0.6199
H10 -4.1133 -0.0034 -1.0902
O1 -3.1764 -0.2108 -1.1774
H11 0.5545 2.1494 -3.0594
H12 1.0320 1.0668 -2.1274
O2 0.8839 2.0291 -2.1664
H13 3.1649 -0.4813 0.2591
H14 3.8854 -0.0481 1.5320
O3 3.3598 0.2554 0.8181

---

Version B
A cluster of 4 separate species, C2H14N2O3 in total, computed with ωB97M-V/def2-TZVPD.

SMILES: CNCN.O.O.O
HOMO energy, eV: -9.732
Molecular weight, g mol⁻¹: 114.14
Kohn-Sham gap, eV: 10.39

Cartesian coordinates (Å):
C1 1.3937 0.3650 -1.9270
N1 1.7181 0.0255 -0.5393
C2 0.6937 -0.9831 -0.1466
N2 0.7821 -1.2459 1.3545
H1 0.4010 0.8804 -1.8153
H2 2.1658 1.0309 -2.3554
H3 1.3096 -0.6127 -2.5475
H4 2.6399 -0.4682 -0.4264
H5 0.8076 -1.9917 -0.5957
H6 -0.2597 -0.7730 -0.7042
H7 0.4360 -0.4070 1.8847
H8 -0.1124 -1.7670 1.5516
H9 0.6488 1.7585 0.1487
H10 0.4835 3.2966 -0.1851
O1 0.2314 2.6001 0.4110
H11 -2.5641 -1.2696 1.0720
H12 -2.9959 -1.5396 2.5375
O2 -2.1849 -1.5804 1.9049
H13 -1.2826 0.5113 -0.1804
H14 -2.0966 1.3531 0.6642
O3 -2.2149 0.8167 -0.1062

---

Version C
A cluster of 4 separate species, C2H14N2O3 in total, computed with ωB97M-V/def2-TZVPD.

SMILES: NCCN.O.O.O
HOMO energy, eV: -9.648
Molecular weight, g mol⁻¹: 114.14
Kohn-Sham gap, eV: 10.33

Cartesian coordinates (Å):
C1 0.8782 0.5001 0.9331
C2 1.4605 -0.2094 -0.2816
N1 2.9150 -0.4874 -0.0697
N2 -0.6201 0.7927 0.9230
H1 1.2267 -0.1018 1.7987
H2 1.3251 1.5084 1.0962
H3 0.9474 -1.2244 -0.1948
H4 1.3549 0.3183 -1.2461
H5 3.3449 0.4062 0.1003
H6 2.9754 -1.1536 0.6973
H7 -0.8875 1.3258 1.7472
H8 -0.6555 1.5114 0.1790
H9 -1.5551 -1.1028 0.6758
H10 -1.8357 -2.3380 -0.3595
O1 -1.7567 -2.0379 0.5435
H11 3.7744 0.7493 -5.3903
H12 3.5589 0.9242 -3.9236
O2 4.2368 1.0500 -4.6003
H13 -7.2394 0.1123 1.7636
H14 -6.8326 -0.6232 3.1099
O3 -6.6156 0.0799 2.4983

---

Version D
A cluster of 4 separate species, C2H14N2O3 in total, computed with ωB97M-V/def2-TZVPD.

SMILES: CNCN.O.O.O
HOMO energy, eV: -7.892
Molecular weight, g mol⁻¹: 114.14
Kohn-Sham gap, eV: 8.35

Cartesian coordinates (Å):
C1 1.8337 -2.0226 1.5499
N1 1.7450 -0.7931 0.7457
C2 1.2817 -0.9203 -0.6601
N2 -0.1156 -0.5429 -0.7605
H1 0.9896 -2.1475 2.2262
H2 1.9532 -2.7992 0.7959
H3 2.8081 -2.0182 2.0421
H4 1.3813 0.0483 1.1555
H5 1.4275 -1.9519 -0.9596
H6 1.9332 -0.2068 -1.1630
H7 -0.7978 -1.2367 -0.5238
H8 -0.3353 0.3859 -0.4288
H9 -2.2939 0.5775 0.9667
H10 -3.0841 -0.5693 1.8649
O1 -2.9777 -0.0986 1.0477
H11 0.9766 1.8349 -2.2409
H12 -0.2440 1.0840 -2.8021
O2 0.0602 1.9463 -2.5004
H13 -0.7713 2.7429 0.6230
H14 -1.9126 2.0769 0.0204
O3 -1.1299 1.8476 0.5465

---

Bottom line: version A, by a margin of 48.6 kJ/mol.